Record 1
Formula: C3H6O3
Source: the Open Molecules 2025 dataset
Level of theory: ωB97M-V/def2-TZVPD

```
12
Properties=species:S:1:pos:R:3:forces:R:3
O 0.30070 0.39009 -1.79662 -0.2 0.3 0.3
C 1.10487 0.29398 -0.64192 0.2 0.0 0.2
C 0.22244 0.13089 0.60816 0.6 0.1 -0.1
O -0.70652 1.19148 0.65203 0.0 -0.6 0.1
C -0.48519 -1.19119 0.57475 -3.8 -1.1 0.0
O -1.78460 -1.13142 0.63027 0.3 2.0 0.1
H -0.37357 1.05665 -1.57185 0.2 -0.2 -0.2
H 1.73835 1.18572 -0.49762 -0.2 -0.2 -0.1
H 1.75487 -0.58069 -0.75967 -0.1 0.2 0.0
H 0.86175 0.11512 1.50937 -0.1 0.1 -0.2
H -1.58858 0.77011 0.75131 0.2 0.1 0.0
H -1.04452 -2.23074 0.54179 2.8 -0.6 -0.2
```
Forces are in eV/Å.

Properties
Orbital gap = 10.185 eV
Relative energy (zero: lowest compared OMol25 entry of this formula, charge and spin) = 432.6 kJ/mol
SMILES string = O=C[C@H](O)CO



Record 2
Formula: C3H6O3
Source: the Open Molecules 2025 dataset
Level of theory: ωB97M-V/def2-TZVPD

```
12
Properties=species:S:1:pos:R:3:forces:R:3
C 2.05470 -0.34751 0.11631 0.3 0.0 0.0
O 0.68409 -0.64928 0.39813 -0.2 0.1 0.0
C -0.21037 0.17841 -0.14069 0.0 0.3 -0.2
O 0.06164 1.13793 -0.82819 -0.1 -0.4 0.3
C -1.63850 -0.21043 0.17897 0.1 -0.2 0.1
O -2.49421 0.87986 -0.00473 0.0 0.1 -0.2
H 2.30275 -0.64888 -0.90449 0.0 0.0 0.1
H 2.24265 0.72201 0.22795 0.0 -0.2 0.0
H 2.63603 -0.92289 0.83612 -0.1 0.1 -0.1
H -1.90318 -1.05625 -0.47716 0.1 0.1 0.1
H -1.69876 -0.56363 1.21269 0.0 0.1 -0.1
H -2.03683 1.48068 -0.61491 -0.1 0.0 0.1
```
Forces are in eV/Å.

Properties
Orbital gap = 11.409 eV
Relative energy (zero: lowest compared OMol25 entry of this formula, charge and spin) = 69.6 kJ/mol
SMILES string = COC(=O)CO



Record 3
Formula: C3H6O3
Source: the Open Molecules 2025 dataset
Level of theory: ωB97M-V/def2-TZVPD

```
12
Properties=species:S:1:pos:R:3:forces:R:3
O -1.69661 0.60341 -2.46168 -0.1 0.3 2.9
C -1.89074 0.33460 -1.27101 -0.7 -1.9 -2.6
C -1.54536 1.01094 -0.01627 -0.8 1.4 0.9
H -2.39548 -0.64403 -1.04443 0.1 0.2 -0.3
H -1.33976 2.08004 -0.27323 0.4 -0.8 0.8
H -0.72332 0.42237 0.45971 -0.4 0.8 -0.3
H -2.44896 0.94976 0.71058 1.5 0.1 -1.3
O 3.24050 -1.66901 -0.00635 -1.6 2.9 2.4
C 2.72390 -0.74027 0.65366 1.8 -1.6 -2.5
O 1.53815 -0.84336 1.27010 0.7 -0.3 0.1
H 3.16680 0.29654 0.72214 -0.5 -1.0 0.0
H 1.37087 -1.80100 1.25678 -0.4 0.0 -0.1
```
Forces are in eV/Å.

Properties
Orbital gap = 10.481 eV
Relative energy (zero: lowest compared OMol25 entry of this formula, charge and spin) = 144.9 kJ/mol
SMILES string = CC=O.O=CO



Record 4
Formula: C3H6O3
Source: the Open Molecules 2025 dataset
Level of theory: ωB97M-V/def2-TZVPD

```
12
Properties=species:S:1:pos:R:3:forces:R:3
C 1.96362 0.00220 0.11482 -0.3 0.4 0.9
C 0.58229 -0.51814 0.32517 -0.1 0.2 0.0
O -0.27333 0.45483 0.53863 -0.2 -0.1 -0.9
H -0.94957 -1.18936 -1.30472 1.1 -0.3 0.4
H 2.56406 -0.45450 0.90723 0.1 0.0 0.0
H 2.05529 1.08912 0.18336 0.1 0.0 -0.1
H 2.37149 -0.38230 -0.81847 -0.2 -0.1 -0.1
C -1.73763 0.13405 0.48068 0.7 1.2 2.4
O -2.35537 1.12391 -0.15789 0.3 -0.6 -0.6
O -2.23244 -0.57988 1.27919 0.2 -0.4 -1.0
H -1.74637 1.60627 -0.73583 0.1 -0.1 0.1
H -0.24202 -1.28621 -0.81219 -1.8 -0.2 -1.0
```
Forces are in eV/Å.

Properties
Orbital gap = 8.472 eV
Relative energy (zero: lowest compared OMol25 entry of this formula, charge and spin) = 471.9 kJ/mol



Record 5
Formula: C3H6O3PS
Source: the Open Molecules 2025 dataset
Level of theory: ωB97M-V/def2-TZVPD

```
14
Properties=species:S:1:pos:R:3:forces:R:3
C -2.31913 0.40895 -0.44863 -0.8 1.9 0.3
C -2.89230 -0.61758 0.02084 0.3 0.4 -0.3
C 0.48910 0.06435 0.82567 0.7 2.3 2.8
O 2.25219 0.47057 -0.94009 -0.8 1.2 -0.6
O -0.02395 -0.24490 -1.52902 1.1 1.7 -0.4
O 0.41935 2.18173 -0.87480 0.3 -1.4 0.1
P 2.00620 -1.02676 0.93211 0.3 -0.3 1.5
S 0.82323 0.77697 -0.75790 -0.9 -1.7 -1.2
H -2.26904 1.55548 -0.53052 -0.1 -2.3 0.1
H -1.33008 -0.11768 -0.93436 -0.3 0.0 -0.2
H -0.27040 -0.70887 0.87137 -0.6 1.0 -0.2
H 0.32583 0.98692 1.57178 0.5 -2.4 -1.2
H 1.40856 -1.97211 1.84197 0.0 0.2 0.4
H 1.38044 -1.75705 -0.04841 0.3 -0.7 -0.9
```
Forces are in eV/Å.

Properties
Total charge = -1
Orbital gap = 9.564 eV
Relative energy (zero: lowest compared OMol25 entry of this formula, charge and spin) = 301.5 kJ/mol



Record 6
Formula: C3H6O3S
Source: the Open Molecules 2025 dataset
Level of theory: ωB97M-V/def2-TZVPD

```
13
Properties=species:S:1:pos:R:3:forces:R:3
O -1.09299 1.19648 -1.00767 0.1 -0.7 0.0
C -1.02576 -0.01593 -1.37673 0.5 0.4 1.7
O -1.42857 -0.50578 -2.43792 -0.4 -0.2 -1.0
C -0.37437 -1.10549 -0.41211 0.4 0.6 0.3
C 0.38568 -0.71994 0.90710 -0.3 -0.3 -0.7
S -0.17259 -1.62715 2.43249 0.2 0.3 -0.3
H 0.30974 -1.64767 -1.07279 -0.1 -0.2 0.0
H -1.15491 -1.79351 -0.10450 -0.3 -0.1 -0.2
H 1.45172 -0.93558 0.74497 -0.1 0.1 0.1
H 0.28810 0.35921 1.00498 -0.1 0.0 0.4
H 0.21269 2.16844 0.41174 -0.5 0.9 -1.1
H 1.56077 1.93308 0.59862 0.9 0.3 -0.1
O 1.04049 2.69385 0.31181 -0.3 -0.9 0.8
```
Forces are in eV/Å.

Properties
Total charge = -2
Orbital gap = 5.764 eV
Relative energy (zero: lowest compared OMol25 entry of this formula, charge and spin) = 76.4 kJ/mol



Record 7
Formula: C3H6O3S
Source: the Open Molecules 2025 dataset
Level of theory: ωB97M-V/def2-TZVPD

```
13
Properties=species:S:1:pos:R:3:forces:R:3
C 0.71712 -0.99522 -0.54983 0.6 0.2 -3.1
C 0.08498 0.20903 -0.55258 -1.4 -0.1 1.8
C -0.78382 0.51084 0.63396 -0.4 -0.2 0.3
O 1.73185 -0.62271 1.79910 -0.7 -0.4 1.9
O 2.99941 0.28207 -0.00567 0.2 0.6 -0.6
O 2.96397 -2.07186 0.28788 1.3 -4.3 -0.7
S 2.36529 -0.86624 0.55862 0.3 4.7 0.4
H 0.25121 -1.75002 0.00209 -0.6 -1.2 0.8
H 1.26934 -1.28512 -1.46343 -0.6 0.0 0.4
H 0.20459 0.98445 -1.27371 0.6 0.3 -0.6
H -0.93142 1.62758 0.71342 0.1 -1.3 0.2
H -0.13738 0.04145 1.49952 -1.7 1.1 -1.1
H -1.85192 0.00584 0.55554 2.2 0.8 0.2
```
Forces are in eV/Å.

Properties
Orbital gap = 8.633 eV
Relative energy (zero: lowest compared OMol25 entry of this formula, charge and spin) = 184.3 kJ/mol



Record 8
Formula: C3H6O3S
Source: the Open Molecules 2025 dataset
Level of theory: ωB97M-V/def2-TZVPD

```
13
Properties=species:S:1:pos:R:3:forces:R:3
C -0.62419 -0.38557 -0.67813 3.0 -0.2 -1.3
C -1.17620 0.89373 -0.18686 -1.6 -1.0 1.0
C 0.43948 -1.07347 0.22724 0.8 0.8 -0.5
O 1.55470 1.40372 -0.56988 0.2 -2.5 -1.6
O -1.20628 1.15381 0.99141 0.4 0.8 0.1
O 0.12621 -1.24177 1.58408 1.1 -2.9 -1.5
S 2.05980 -0.16047 -0.07764 -0.5 0.3 -0.3
H -1.40505 -1.12663 -0.76675 -0.6 0.1 -0.6
H -0.03583 -0.13720 -1.65647 -1.6 -0.9 1.3
H 1.60442 1.84546 0.23273 -0.1 1.9 2.3
H -1.84822 1.41992 -0.88212 0.4 0.5 -0.3
H 0.75652 -2.05674 -0.27794 -0.9 1.1 1.3
H -0.24534 -0.53478 2.06035 -0.7 2.0 0.0
```
Forces are in eV/Å.

Properties
Orbital gap = 9.858 eV
Relative energy (zero: lowest compared OMol25 entry of this formula, charge and spin) = 77.0 kJ/mol
SMILES string = O=CC[C@H](O)SO



Record 9
Formula: C3H6O4
Source: the Open Molecules 2025 dataset
Level of theory: ωB97M-V/def2-TZVPD

```
13
Properties=species:S:1:pos:R:3:forces:R:3
C 0.02783 -0.40463 -0.23478 0.1 0.9 1.6
C -0.17217 -0.14912 1.27098 1.0 -1.3 -0.2
C 0.76345 0.41764 2.01962 -0.1 -0.4 -0.1
O -0.42092 0.87833 -0.55993 -1.3 0.6 -3.7
O -0.85811 0.69701 -2.12756 1.1 0.9 1.9
O 1.36054 -0.56896 -0.57379 0.0 -0.1 0.0
O -0.79738 -1.33503 -0.76377 -0.8 0.7 -2.6
H -1.51829 1.39947 -2.13247 -0.1 0.0 0.0
H 1.39584 -0.72951 -1.52649 0.1 -0.1 0.1
H -1.06298 -0.84212 -1.69040 0.4 -1.6 2.7
H -1.09158 -0.56751 1.64630 -0.1 0.0 0.1
H 1.66357 0.81354 1.57517 0.1 -0.1 -0.1
H 0.71021 0.39089 3.09711 -0.3 0.4 0.1
```
Forces are in eV/Å.

Properties
Orbital gap = 9.744 eV
Relative energy (zero: lowest compared OMol25 entry of this formula, charge and spin) = 460.0 kJ/mol
SMILES string = C=CC(O)(O)OO



Record 10
Formula: C3H6O4
Source: the Open Molecules 2025 dataset
Level of theory: ωB97M-V/def2-TZVPD

```
13
Properties=species:S:1:pos:R:3:forces:R:3
C 3.15345 0.53275 0.17924 -1.3 2.2 0.3
C 1.79838 -0.04588 -0.12116 -2.3 -0.2 0.4
C -2.77545 0.30254 0.03982 -3.5 0.5 1.7
O 1.62377 -1.24631 -0.19928 -0.1 0.5 -0.1
O 3.95851 -0.32335 -0.19426 3.7 -2.2 -0.2
O 0.82563 0.89080 -0.19463 -0.7 -1.5 -0.4
O -1.69269 -0.53030 0.14270 2.6 -1.1 1.4
H -1.10726 -0.37502 0.94442 -1.6 -0.2 -1.2
H -2.46261 1.33488 0.06893 0.0 0.6 -0.9
H -3.55067 0.32951 1.01817 1.8 -0.8 -2.4
H -3.34591 -0.05126 -0.89310 0.8 1.0 1.5
H 3.64073 -1.24833 -0.39086 -0.8 0.5 -0.3
H -0.06586 0.42996 -0.39998 1.6 0.6 0.2
```
Forces are in eV/Å.

Properties
Orbital gap = 8.736 eV
Relative energy (zero: lowest compared OMol25 entry of this formula, charge and spin) = 406.4 kJ/mol



E_HOMO, record by record: -9.735, -10.609, -9.933, -8.528, -5.728, 0.490, -10.488, -9.255, -10.141, -9.057 eV